Run one
ClFO3S | ωB97M-V/def2-TZVPD

Properties
**Charge**: 0
**HOMO energy (alpha / beta)**: -0.3525 / -0.3521 hartree
**LUMO (alpha / beta)**: -4.926 / -4.937 eV
**Molar mass**: 134.515 g/mol
**Orbital gap (alpha / beta)**: 0.17150 / 0.17064 Eh

XYZ file:
```
6
Properties=species:S:1:pos:R:3:mulliken_charge:R:1
Cl -3.260 0.169 0.191 0.257
S 0.982 0.135 0.107 0.956
F 1.384 -1.052 -1.012 -0.219
O 0.996 1.452 -0.423 -0.380
O 1.846 -0.132 1.219 -0.399
O -1.947 -0.571 -0.082 -0.215
```

Run two
ClFO3S | ωB97M-V/def2-TZVPD

Properties
**Charge**: 0
**HOMO energy (alpha / beta)**: -0.3551 / -0.3543 hartree
**LUMO (alpha / beta)**: -5.123 / -5.143 eV
**Molar mass**: 134.515 g/mol
**Orbital gap (alpha / beta)**: 0.16686 / 0.16530 Eh

XYZ file:
```
6
Properties=species:S:1:pos:R:3:mulliken_charge:R:1
Cl -2.820 -0.482 -0.532 0.342
S 0.973 0.219 0.176 0.920
F 0.887 -1.174 -0.831 -0.257
O -2.181 0.136 0.687 -0.210
O 2.031 -0.138 1.070 -0.407
O 1.110 1.440 -0.570 -0.389
```

Here is how they stack up, most stable first: run one, run two.

Run one
C3H12N2S | ωB97M-V/def2-TZVPD

Properties
**Charge**: 0
**HOMO energy**: -0.3214 hartree
**LUMO**: 0.959 eV
**Molar mass**: 108.210 g/mol
**Orbital gap**: 0.35668 Eh

XYZ file:
```
18
Properties=species:S:1:pos:R:3:mulliken_charge:R:1
S -1.763 1.469 2.742 -0.202
N -0.274 -0.037 -2.982 -0.557
N 1.349 -0.278 -1.253 -0.404
C 0.387 -0.135 2.176 -1.362
C 0.190 -0.871 -1.868 -0.141
C -0.846 0.533 1.529 -0.315
H 2.035 0.117 -1.873 0.180
H 0.535 -1.767 -2.396 0.314
H -0.570 -1.076 -1.116 0.142
H -1.521 -0.256 1.176 0.229
H -0.558 1.092 0.637 0.347
H -0.530 -0.551 -3.808 0.212
H 1.320 -0.007 -0.298 0.080
H -0.642 2.065 3.162 0.103
H -0.984 0.665 -2.872 0.161
H 0.643 -1.024 1.594 0.401
H 0.050 -0.536 3.133 0.422
H 1.179 0.597 2.315 0.391
```

Run two
C3H12N2S | ωB97M-V/def2-TZVPD

Properties
**Charge**: 0
**HOMO energy**: -0.3317 hartree
**LUMO**: 0.657 eV
**Molar mass**: 108.210 g/mol
**Orbital gap**: 0.35581 Eh

XYZ file:
```
18
Properties=species:S:1:pos:R:3:mulliken_charge:R:1
S -0.350 3.239 0.022 -0.272
N 0.284 -1.515 1.625 -0.523
N 1.428 -3.627 2.171 -0.588
C -0.929 3.215 -1.722 -0.264
C 1.232 -2.493 1.199 -0.277
C -1.337 1.802 -2.200 -1.075
H -1.781 1.917 -3.247 0.293
H 2.221 -2.038 1.007 0.246
H 0.529 -1.147 2.530 0.182
H -0.016 3.568 -2.288 0.254
H 0.807 -2.940 0.312 0.334
H 0.647 -4.314 2.053 0.250
H -2.065 1.268 -1.557 0.303
H 1.425 -3.321 3.132 0.206
H -0.572 1.129 -2.432 0.360
H 0.298 2.066 0.482 0.099
H -1.690 4.025 -2.029 0.295
H -0.131 -0.834 0.942 0.175
```

Here is how they stack up, most stable first: run one, run two.

Run one
C2H4F2 | ωB97M-V/def2-TZVPD

Properties
**Charge**: 0
**HOMO energy (alpha / beta)**: -0.3355 / -0.3361 hartree
**LUMO (alpha / beta)**: 0.388 / 0.193 eV
**Molar mass**: 66.050 g/mol
**Orbital gap (alpha / beta)**: 0.34979 / 0.34316 Eh

XYZ file:
```
8
Properties=species:S:1:pos:R:3:mulliken_charge:R:1
F 2.052 -0.610 0.273 -0.186
F 1.366 1.489 0.502 -0.196
C -1.201 -0.266 -0.755 -0.973
C 1.080 0.189 0.765 0.132
H 0.827 0.053 1.782 0.238
H -1.217 0.189 -1.805 0.254
H -1.250 -1.325 -0.671 0.315
H -1.658 0.281 -0.091 0.415
```

Run two
C2H4F2 | ωB97M-V/def2-TZVPD

Properties
**Charge**: 0
**HOMO energy**: -0.3132 hartree
**LUMO**: 0.831 eV
**Molar mass**: 66.050 g/mol
**Orbital gap**: 0.34371 Eh

XYZ file:
```
8
Properties=species:S:1:pos:R:3:mulliken_charge:R:1
F -1.796 -0.394 -0.471 -0.253
F 1.910 0.197 -0.466 -0.243
C -0.985 0.611 0.015 -0.430
C 0.965 -0.597 0.107 -0.336
H 1.100 -0.893 1.131 0.304
H -0.431 1.236 -0.640 0.333
H -1.140 1.000 0.958 0.331
H 0.377 -1.160 -0.634 0.293
```

Here is how they stack up, most stable first: run two, run one.

Run one
CH5N2O | ωB97M-V/def2-TZVPD

Properties
**Charge**: +1
**HOMO energy**: -0.5809 hartree
**LUMO**: -4.338 eV
**Molar mass**: 61.064 g/mol
**Orbital gap**: 0.42149 Eh

XYZ file:
```
9
Properties=species:S:1:pos:R:3:mulliken_charge:R:1
O 1.144 -0.625 -0.919 -0.253
N -0.884 -0.192 0.307 -0.283
N 1.151 0.784 -0.532 -0.394
C 0.602 -0.187 0.234 0.174
H -1.218 -1.070 0.646 0.329
H 0.441 1.370 -1.155 0.294
H -1.115 0.511 0.917 0.310
H -1.155 -0.080 -0.732 0.411
H 1.033 -0.510 1.234 0.412
```

Run two
CH5N2O | ωB97M-V/def2-TZVPD

Properties
**Charge**: +1
**HOMO energy**: -0.5574 hartree
**LUMO**: -4.321 eV
**Molar mass**: 61.064 g/mol
**Orbital gap**: 0.39856 Eh

XYZ file:
```
9
Properties=species:S:1:pos:R:3:mulliken_charge:R:1
O 0.615 0.856 1.137 -0.259
N 1.488 -0.105 0.525 -0.372
N -0.973 -0.234 -0.314 -0.411
C 0.447 0.459 -0.149 0.267
H -1.631 0.605 -0.215 0.390
H 1.561 -0.891 1.069 0.265
H -1.047 -0.711 -1.279 0.387
H -1.073 -1.031 0.296 0.340
H 0.611 1.052 -1.070 0.393
```

Here is how they stack up, most stable first: run one, run two.

Run one
CH5N2O | ωB97M-V/def2-TZVPD

Properties
**Charge**: +1
**HOMO energy**: -0.5334 hartree
**LUMO**: -4.230 eV
**Molar mass**: 61.064 g/mol
**Orbital gap**: 0.37791 Eh

XYZ file:
```
9
Properties=species:S:1:pos:R:3:mulliken_charge:R:1
O 1.840 -1.015 -1.500 -0.235
N -0.834 0.620 0.362 -0.479
N 2.134 -0.291 -2.771 -0.111
C 1.820 0.341 -1.691 0.010
H -1.519 -0.093 0.474 0.372
H -0.895 1.305 1.136 0.397
H 0.121 0.349 0.205 0.318
H -1.199 1.084 -0.493 0.409
H 2.964 -0.615 -3.241 0.318
```

Run two
CH5N2O | ωB97M-V/def2-TZVPD

Properties
**Charge**: +1
**HOMO energy**: -0.5811 hartree
**LUMO**: -4.372 eV
**Molar mass**: 61.064 g/mol
**Orbital gap**: 0.42041 Eh

XYZ file:
```
9
Properties=species:S:1:pos:R:3:mulliken_charge:R:1
O -2.331 0.313 0.524 -0.313
N -0.824 -0.566 -1.015 -0.543
N 1.130 0.301 0.566 -0.455
C -1.741 -0.154 -0.351 0.679
H 0.973 1.136 -0.052 0.375
H 0.625 -0.559 0.360 0.317
H 0.934 0.445 1.544 0.365
H 1.975 -0.215 0.386 0.353
H -0.741 -0.701 -1.963 0.222
```

Here is how they stack up, most stable first: run two, run one.

Run one
CH5N3S2 | ωB97M-V/def2-TZVPD

Properties
**Charge**: 0
**HOMO energy**: -0.3056 hartree
**LUMO**: 0.024 eV
**Molar mass**: 123.206 g/mol
**Orbital gap**: 0.30646 Eh

XYZ file:
```
11
Properties=species:S:1:pos:R:3:mulliken_charge:R:1
S -0.546 1.725 0.022 -0.493
S -1.910 -1.052 0.087 -0.036
N 2.505 -1.030 0.144 -0.555
N 1.851 0.316 -0.139 -0.252
N -0.161 -0.808 -0.281 -0.342
C 0.486 0.380 -0.090 0.333
H 3.226 -1.032 -0.664 0.263
H -2.259 0.134 0.086 0.088
H 2.375 1.291 0.632 0.340
H 3.132 -1.187 0.987 0.263
H 0.541 -1.590 -0.312 0.391
```

Run two
CH5N3S2 | ωB97M-V/def2-TZVPD

Properties
**Charge**: 0
**HOMO energy**: -0.3177 hartree
**LUMO**: 0.335 eV
**Molar mass**: 123.206 g/mol
**Orbital gap**: 0.32999 Eh

XYZ file:
```
11
Properties=species:S:1:pos:R:3:mulliken_charge:R:1
S -0.957 1.049 -2.158 -0.317
S -1.751 0.702 0.550 0.057
N -1.196 -0.211 1.864 -0.608
N 0.848 -0.023 -0.258 -0.096
N 1.751 -0.646 -1.200 -0.632
C -0.450 0.551 -0.676 0.211
H -0.903 0.505 2.617 0.279
H 0.840 -0.383 0.682 0.326
H -1.905 -0.855 2.216 0.277
H 1.228 -0.618 -2.107 0.247
H 2.496 -0.072 -1.530 0.256
```

Here is how they stack up, most stable first: run two, run one.